1.
{"formula": "CH6NOSi", "method": "wB97M-V/def2-TZVPD", "elements": ["C", "N", "O", "Si", "H", "H", "H", "H", "H", "H"], "coordinates": [[0.8842, -0.5693, 0.4423], [-1.5359, 0.8126, 0.5558], [-1.6549, 0.1039, -0.7667], [-0.0927, 0.4554, -0.6942], [0.7689, -0.4268, 1.5200], [0.7705, -1.6230, 0.4337], [1.8790, -0.2650, 0.2556], [-1.7203, 0.0251, 1.2062], [0.2161, 1.8210, -0.9247], [0.4852, -0.3339, -2.0280]], "forces_ev_per_angstrom": [[0.5, 0.2, 2.2], [-0.4, 0.2, 0.6], [-2.0, -0.7, -1.1], [-0.5, -1.6, -0.3], [-0.3, 0.8, 0.1], [0.0, -1.2, -1.1], [1.7, -0.2, -0.4], [0.3, 0.5, -0.3], [0.8, 1.3, -0.2], [-0.3, 0.8, 0.5]], "nbo_charge": [-1.141, -0.787, -0.838, 1.488, 0.206, 0.221, 0.204, 0.278, -0.257, -0.373], "largest_force_ha_per_bohr": 0.0460, "relative_energy_kcal_mol": 51.8, "charge": -1, "orbital_gap_ev": 7.07, "lumo_energy_ev": 4.57, "mol_weight_g_mol": 76.2}

2.
{"formula": "CH6NPS", "method": "wB97M-V/def2-TZVPD", "elements": ["C", "N", "P", "S", "H", "H", "H", "H", "H", "H"], "coordinates": [[0.7842, -0.3994, -1.2874], [-0.1088, 1.5501, 0.5670], [-1.6786, -0.7857, 1.3601], [0.0132, -0.2138, 0.3048], [0.2377, -1.1283, -1.9298], [2.1241, -1.5137, -0.6903], [0.6906, 1.9726, 0.1146], [-0.9342, 2.1246, 0.2144], [-2.3160, -1.5080, 0.3143], [1.1878, -0.0983, 1.0323]], "forces_ev_per_angstrom": [[2.2, -2.7, 1.3], [-0.8, 0.3, -0.5], [-0.3, -0.2, 0.3], [0.7, 2.6, -0.4], [0.1, 0.4, 0.5], [-3.0, 2.2, -1.2], [0.5, 0.0, -0.1], [0.9, -1.9, 0.4], [0.7, -0.1, -0.2], [-1.0, -0.7, -0.1]], "nbo_charge": [-0.760, -1.029, -0.184, 0.816, 0.187, 0.072, 0.374, 0.400, -0.005, 0.129], "largest_force_ha_per_bohr": 0.0760, "relative_energy_kcal_mol": 200.7, "orbital_gap_ev": 7.57, "lumo_energy_ev": -0.62, "mol_weight_g_mol": 95.1}

3.
{"formula": "CH6NS", "method": "wB97M-V/def2-TZVPD", "elements": ["S", "H", "C", "N", "H", "H", "H", "H", "H"], "coordinates": [[2.6008, -0.5057, -0.6643], [2.7901, -1.2163, 0.4621], [-1.0616, -0.0641, -0.3706], [-0.4908, 0.5296, 0.8668], [-1.0378, -1.1382, -0.2234], [-2.1176, 0.2244, -0.4618], [-0.5570, 0.3201, -1.2541], [-0.6369, 1.5243, 0.8030], [0.5108, 0.3259, 0.8423]], "forces_ev_per_angstrom": [[0.0, 0.0, 0.1], [0.0, 0.0, 0.0], [-0.3, 0.7, 1.0], [-0.6, -0.5, -0.4], [0.3, -0.1, -0.6], [0.0, 0.0, 0.2], [0.2, -0.6, -0.3], [0.4, 0.3, 0.1], [0.0, 0.3, -0.1]], "nbo_charge": [-1.065, 0.085, -0.406, -0.870, 0.193, 0.151, 0.186, 0.327, 0.399], "largest_force_ha_per_bohr": 0.0255, "relative_energy_kcal_mol": 2.2, "charge": -1, "orbital_gap_ev": 6.98, "lumo_energy_ev": 4.38, "mol_weight_g_mol": 64.1}

4.
{"formula": "CH6NS", "method": "wB97M-V/def2-TZVPD", "elements": ["S", "H", "C", "N", "H", "H", "H", "H", "H"], "coordinates": [[-2.4150, 0.8081, 0.4853], [-3.1140, -0.2401, 0.9492], [0.7801, -0.2832, -0.7390], [1.1752, 0.3989, 0.5072], [1.2953, -1.2436, -0.8190], [1.0766, 0.3188, -1.6026], [-0.3043, -0.4300, -0.7796], [0.3749, 0.9821, 0.7608], [1.1312, -0.3110, 1.2378]], "forces_ev_per_angstrom": [[-0.1, 0.1, 0.0], [0.0, 0.0, 0.0], [0.0, 0.1, 0.0], [-0.2, -0.3, 0.2], [0.0, 0.0, 0.0], [0.0, 0.0, 0.0], [0.1, -0.1, -0.1], [0.0, 0.1, -0.1], [0.1, 0.1, -0.1]], "nbo_charge": [-1.067, 0.088, -0.429, -0.860, 0.157, 0.163, 0.229, 0.385, 0.334], "largest_force_ha_per_bohr": 0.0080, "relative_energy_kcal_mol": 1.3, "charge": -1, "orbital_gap_ev": 7.19, "lumo_energy_ev": 4.53, "mol_weight_g_mol": 64.1}

5.
{"formula": "CH6NS", "method": "wB97M-V/def2-TZVPD", "elements": ["S", "H", "C", "N", "H", "H", "H", "H", "H"], "coordinates": [[1.6200, 3.3008, 1.7545], [2.4720, 4.3334, 1.8610], [-0.2990, -0.5713, -0.5325], [-0.9979, -1.8388, -0.8436], [0.0543, -0.4814, 0.4996], [-0.9524, 0.2653, -0.7729], [0.5921, -0.5469, -1.1503], [-0.5351, -2.6019, -0.3398], [-1.9540, -1.8591, -0.4760]], "forces_ev_per_angstrom": [[0.1, 0.1, 0.1], [0.1, 0.1, 0.0], [-0.3, -0.9, 0.1], [0.0, -0.2, 0.2], [-0.2, 0.1, 0.1], [0.2, 0.1, -0.1], [0.2, 0.4, -0.2], [0.1, -0.1, -0.2], [0.0, 0.2, 0.0]], "nbo_charge": [-1.063, 0.060, -0.621, -1.363, 0.166, 0.176, 0.165, 0.242, 0.238], "spin_multiplicity": 2, "largest_force_ha_per_bohr": 0.0178, "relative_energy_kcal_mol": 0.0, "charge": -2, "orbital_gap_ev": [3.08, 7.23], "lumo_energy_ev": [7.00, 6.99], "mol_weight_g_mol": 64.1}

6.
{"formula": "CH6NS", "method": "wB97M-V/def2-TZVPD", "elements": ["C", "N", "S", "H", "H", "H", "H", "H", "H"], "coordinates": [[-0.4185, 0.6418, -0.6861], [-0.0577, -0.5982, 0.0850], [1.5862, -0.4914, 0.8089], [-0.4302, 1.4608, 0.0174], [-1.3969, 0.5234, -1.1327], [0.3386, 0.8183, -1.4346], [-0.7512, -0.7415, 0.8184], [-0.0352, -1.4174, -0.5226], [1.1648, -0.1960, 2.0463]], "forces_ev_per_angstrom": [[0.0, 0.0, 0.1], [0.3, 0.6, 0.0], [0.1, -0.1, 0.0], [0.0, 0.2, 0.1], [-0.2, -0.2, -0.1], [0.1, 0.0, -0.2], [0.0, -0.3, 0.0], [-0.2, -0.1, 0.0], [-0.1, 0.0, 0.0]], "nbo_charge": [-0.418, -0.624, 0.264, 0.239, 0.243, 0.244, 0.450, 0.450, 0.152], "largest_force_ha_per_bohr": 0.0122, "relative_energy_kcal_mol": 6.9, "charge": 1, "smiles": "C[NH2+]S", "orbital_gap_ev": 10.68, "lumo_energy_ev": -4.83, "mol_weight_g_mol": 64.1}

7.
{"formula": "CH6O", "method": "wB97M-V/def2-TZVPD", "elements": ["C", "H", "H", "H", "H", "O", "H", "H"], "coordinates": [[0.3929, -0.3058, -0.8891], [-0.1295, -0.2584, 0.0777], [-0.3449, -0.3725, -1.7023], [1.0032, 0.5997, -1.0212], [1.0436, -1.1924, -0.9112], [-1.0157, 0.6671, 1.4037], [-0.5595, -0.0607, 0.9237], [-0.3901, 0.9231, 2.1187]], "forces_ev_per_angstrom": [[0.3, -0.4, -0.5], [1.9, -0.9, -3.6], [0.2, 0.0, 0.4], [-0.3, -0.3, 0.2], [-0.2, 0.3, 0.0], [0.4, 0.2, 1.4], [-1.6, 1.3, 2.8], [-0.7, -0.3, -0.7]], "nbo_charge": [-0.760, 0.122, 0.223, 0.221, 0.212, -0.908, 0.424, 0.467], "largest_force_ha_per_bohr": 0.0802, "relative_energy_kcal_mol": 26.3, "smiles": "C.O", "orbital_gap_ev": 12.27, "lumo_energy_ev": 1.00, "mol_weight_g_mol": 34.1}

8.
{"formula": "CH6O2", "method": "wB97M-V/def2-TZVPD", "elements": ["O", "H", "H", "H", "C", "O", "H", "H", "H"], "coordinates": [[0.5530, 0.8945, -0.0512], [-0.2236, 0.3140, -0.5295], [4.0642, 2.8167, 2.0345], [4.7286, 2.3062, 1.6291], [-1.8526, -1.2618, -0.6050], [-1.2830, -0.1748, -1.1786], [-1.5470, -2.1491, -1.1590], [-1.5084, -1.6518, 0.3971], [-2.9312, -1.0940, -0.5374]], "forces_ev_per_angstrom": [[-1.6, -0.4, -0.1], [1.0, -0.5, -0.7], [2.8, -2.2, -1.7], [-2.8, 2.2, 1.7], [-0.8, -0.1, 0.9], [1.3, 0.8, 1.0], [-0.2, -0.3, -0.7], [0.3, 1.0, -0.3], [0.0, -0.6, 0.0]], "nbo_charge": [-0.356, 0.416, 0.003, -0.003, -0.292, -0.414, 0.231, 0.233, 0.182], "largest_force_ha_per_bohr": 0.0777, "relative_energy_kcal_mol": 200.8, "orbital_gap_ev": 6.07, "lumo_energy_ev": -4.70, "mol_weight_g_mol": 50.1}